# 1
{
  "formula": "C30H49BBrCl2F13INO9P2S2",
  "method": "ωB97M-V/def2-TZVPD",
  "energy_ev": -231263.6641,
  "homo_lumo_gap_ev": 8.614,
  "smiles": "CB(O)[C@@H](CCC(F)(F)C(F)(F)C(F)(F)C(F)(F)C(F)(F)C(F)(F)F)O[C@@](N)([C@@H](CCCBr)O[C@](C[C@H](C)Cl)(C[C@@H](C)Cl)[PH2]=O)P(O)I.O=S1(=O)CCCC1.O=S1(=O)CCCC1",
  "multiplicity": 1,
  "e_homo_ev": -8.47,
  "total_charge": 0,
  "species": ["C", "B", "O", "C", "C", "C", "C", "F", "F", "C", "F", "F", "C", "F", "F", "C", "F", "F", "C", "F", "F", "C", "F", "F", "F", "O", "C", "N", "C", "C", "C", "C", "Br", "O", "C", "C", "C", "C", "Cl", "C", "C", "C", "Cl", "P", "O", "P", "O", "I", "H", "H", "H", "H", "H", "H", "H", "H", "H", "H", "H", "H", "H", "H", "H", "H", "H", "H", "H", "H", "H", "H", "H", "H", "H", "H", "H", "H", "H", "H", "H", "H", "H", "O", "S", "O", "C", "C", "C", "C", "H", "H", "H", "H", "H", "H", "H", "H", "O", "S", "O", "C", "C", "C", "C", "H", "H", "H", "H", "H", "H", "H", "H"],
  "xyz": [[0.1612, 3.4855, 3.0430], [-0.7266, 2.4481, 2.2418], [-1.6217, 1.7228, 2.9814], [-0.5791, 2.2005, 0.6535], [-1.1336, 3.3677, -0.2048], [-2.2359, 4.2499, 0.3859], [-3.6158, 3.6376, 0.5640], [-4.4932, 4.6854, 0.5072], [-3.8076, 3.1078, 1.7637], [-4.0812, 2.6785, -0.5494], [-3.4907, 1.4848, -0.3465], [-3.7888, 3.1706, -1.7261], [-5.6370, 2.4411, -0.5500], [-6.1481, 3.4232, -1.2977], [-6.1834, 2.5566, 0.6481], [-6.0912, 1.1130, -1.2293], [-5.3438, 0.7858, -2.2547], [-7.3063, 1.3573, -1.7472], [-6.2794, -0.1030, -0.2714], [-5.9508, -1.1950, -0.9631], [-5.4847, -0.0664, 0.7888], [-7.7379, -0.3354, 0.2201], [-8.2991, 0.7459, 0.7045], [-7.6587, -1.2110, 1.2097], [-8.5029, -0.8606, -0.6973], [0.8445, 2.1071, 0.4320], [1.3119, 1.1545, -0.5086], [2.4528, 1.7689, -1.1713], [1.9733, -0.0929, 0.1896], [0.9897, -0.7167, 1.2048], [1.2893, -0.3449, 2.6720], [0.0797, -0.8013, 3.5274], [0.6468, -2.3333, 4.6577], [2.4132, -0.9291, -0.8598], [3.3028, -2.0078, -0.5708], [4.0596, -1.9869, 0.7717], [4.9289, -3.2423, 1.0474], [4.2133, -4.1446, 2.0806], [6.5281, -2.7792, 1.7825], [4.3813, -2.1659, -1.6757], [4.0304, -1.7263, -3.1056], [2.6985, -2.1990, -3.6606], [4.2714, 0.0579, -3.2705], [2.3082, -3.6192, -0.6290], [3.1585, -4.8090, -0.9175], [0.1227, 0.7948, -1.9352], [1.1097, 0.6498, -3.2426], [-0.9358, -1.4030, -1.7170], [-0.4570, 3.8747, 3.8516], [1.0050, 2.9396, 3.4695], [0.4898, 4.2882, 2.3841], [-2.1743, 1.2353, 2.3525], [-1.1472, 1.2811, 0.4521], [-1.4539, 2.9679, -1.1662], [-0.2829, 4.0114, -0.4248], [-1.9631, 4.7708, 1.3036], [-2.3989, 5.0562, -0.3298], [2.1667, 2.5818, -1.7039], [3.1487, 2.0124, -0.4774], [2.7759, 0.3728, 0.7729], [1.0208, -1.8059, 1.1752], [-0.0533, -0.4573, 1.0346], [2.1321, -0.8928, 3.0670], [1.4994, 0.7175, 2.8009], [-0.2696, -0.0363, 4.2052], [-0.7179, -1.2101, 2.9209], [4.7548, -1.1427, 0.7253], [3.4605, -1.8245, 1.6578], [5.1674, -3.8185, 0.1657], [4.1812, -5.1818, 1.7516], [4.7177, -4.1160, 3.0418], [3.1840, -3.8357, 2.2606], [5.2128, -1.5306, -1.3621], [4.7757, -3.1785, -1.7254], [4.7973, -2.1563, -3.7438], [1.8376, -1.9595, -3.0466], [2.5572, -1.7168, -4.6282], [2.7843, -3.2652, -3.8776], [1.6631, -3.8346, 0.6179], [1.3201, -3.5250, -1.6331], [0.5198, 0.5868, -4.0108], [-4.1138, -2.4321, -5.6863], [-4.1982, -1.0696, -6.1452], [-3.0249, -0.2452, -6.2954], [-5.1390, -1.0374, -7.6662], [-6.5867, -0.8818, -7.2100], [-6.5620, 0.1650, -6.0886], [-5.4105, -0.2016, -5.1447], [-4.9572, -1.9507, -8.2280], [-4.8102, -0.1715, -8.2405], [-7.2337, -0.5789, -8.0323], [-6.9586, -1.8320, -6.8201], [-6.3856, 1.1537, -6.5179], [-7.5099, 0.2059, -5.5533], [-4.9485, 0.6791, -4.7081], [-5.7365, -0.8788, -4.3574], [3.8836, 1.2604, 5.0163], [4.7795, 0.1475, 4.8143], [4.5364, -0.8382, 3.7914], [6.4429, 0.7764, 4.6380], [6.9789, 0.8277, 6.0652], [6.5241, -0.4786, 6.7287], [5.0421, -0.6758, 6.3866], [6.4170, 1.7477, 4.1488], [7.0022, 0.0643, 4.0302], [8.0627, 0.9336, 6.0803], [6.5489, 1.6809, 6.5951], [7.1077, -1.3110, 6.3298], [6.6778, -0.4588, 7.8068], [4.7827, -1.7269, 6.2843], [4.3923, -0.2042, 7.1217]]
}

=====

# 2
{
  "formula": "C23H45As4IN2OTi",
  "method": "ωB97M-V/def2-TZVPD",
  "energy_ev": -304138.6139,
  "homo_lumo_gap_ev": 3.173,
  "multiplicity": 1,
  "e_homo_ev": -16.98,
  "total_charge": 4,
  "species": ["Ti", "C", "C", "C", "C", "C", "C", "H", "H", "H", "H", "H", "H", "C", "As", "C", "C", "C", "C", "C", "As", "C", "C", "C", "As", "C", "C", "H", "H", "H", "H", "H", "H", "H", "H", "H", "H", "H", "H", "H", "H", "H", "H", "H", "H", "H", "H", "H", "H", "H", "H", "H", "H", "H", "I", "C", "C", "N", "N", "C", "H", "H", "H", "C", "As", "C", "C", "O", "H", "H", "H", "H", "H", "H", "H", "H", "H"],
  "xyz": [[-0.3636, -0.5918, 1.0009], [1.0926, -3.3599, 2.0256], [-0.1530, -2.7538, 2.2077], [-1.2306, -3.1132, 1.3760], [-1.0446, -4.0644, 0.3732], [0.1890, -4.6986, 0.2342], [1.2501, -4.3513, 1.0592], [1.9037, -3.1354, 2.7065], [-0.3209, -2.1837, 3.1180], [-2.2375, -2.7918, 1.5950], [-1.8837, -4.3740, -0.2377], [0.3088, -5.4908, -0.4961], [2.1941, -4.8773, 0.9771], [-2.5463, 2.2958, -0.2643], [-0.6965, 1.8115, -0.0042], [-0.0785, 3.0946, 1.3064], [0.2323, 2.3670, -1.6006], [0.2568, 1.3966, -2.7803], [-1.1578, 0.9084, -3.1083], [1.1816, 0.2218, -2.4863], [0.5916, -1.2839, -1.3826], [-0.6041, -2.3107, -2.5034], [2.2603, -2.2742, -1.4875], [0.7901, 2.1581, -4.0169], [2.4401, 3.3418, -4.0953], [3.3535, 2.2941, -5.4653], [3.6231, 2.7367, -2.6279], [-2.5822, 3.3821, -0.2026], [-3.1879, 1.8657, 0.4993], [-2.8822, 1.9701, -1.2426], [-0.1868, 4.0667, 0.8269], [0.9659, 2.9251, 1.5539], [-0.6879, 3.0707, 2.2073], [1.2350, 2.6264, -1.2781], [-0.2787, 3.2942, -1.8744], [-1.6218, 0.3493, -2.2807], [-1.1536, 0.2524, -3.9797], [-1.8119, 1.7482, -3.3490], [2.1083, 0.5556, -2.0319], [1.4469, -0.2978, -3.4105], [-0.3410, -2.0747, -3.5320], [-1.6478, -2.0700, -2.3284], [-0.4280, -3.3658, -2.3140], [2.2911, -2.6187, -2.5203], [2.3090, -3.1210, -0.8174], [3.0944, -1.5979, -1.3137], [-0.0055, 2.8417, -4.3221], [0.9020, 1.4484, -4.8402], [2.7691, 2.3221, -6.3837], [3.5255, 1.2582, -5.1695], [4.3136, 2.7700, -5.6612], [3.3288, 3.1610, -1.6674], [4.5914, 3.1744, -2.8723], [3.7767, 1.6597, -2.5532], [2.3457, 0.8298, 6.0217], [2.1841, 0.3577, 4.0378], [3.1813, -0.1157, 3.1771], [2.6460, -0.3118, 1.9712], [1.3416, 0.0352, 1.9538], [1.0740, 0.4504, 3.2296], [4.2331, -0.3051, 3.3585], [3.1218, -0.6015, 1.1294], [0.0942, 0.8241, 3.4859], [-4.8375, -0.6379, 2.1691], [-3.2317, -0.1645, 3.0656], [-2.7916, -1.3396, 4.4831], [-3.2370, 1.6229, 3.6892], [-1.9027, -0.2734, 1.8533], [-5.5574, 0.1649, 2.3308], [-5.2150, -1.5675, 2.5932], [-4.6405, -0.7545, 1.1056], [-3.5834, -1.1988, 5.2261], [-1.8388, -1.0551, 4.9248], [-2.7940, -2.3763, 4.1539], [-4.0780, 1.6976, 4.3844], [-3.3930, 2.3152, 2.8656], [-2.3139, 1.8365, 4.2245]]
}

=====

# 3
{
  "formula": "C4H3FNaO5",
  "method": "ωB97M-V/def2-TZVPD",
  "energy_ev": -21560.0105,
  "homo_lumo_gap_ev": [9.150, 9.151],
  "multiplicity": 1,
  "e_homo_ev": [-14.11, -14.11],
  "total_charge": 1,
  "species": ["O", "C", "O", "O", "C", "C", "O", "O", "C", "Na", "F", "H", "H", "H"],
  "xyz": [[3.2832, -0.5422, -0.3195], [3.4857, -1.6583, -0.0602], [3.7262, -2.7699, 0.1251], [0.4480, 1.5189, 0.1129], [-3.1537, 0.5160, 0.1425], [-0.6162, 0.9766, 0.0963], [-4.2875, 0.3598, -0.1892], [-2.4450, -0.3990, 0.8137], [-1.0550, -0.1545, 1.0082], [2.4702, 1.5718, -0.8608], [-1.5610, 0.5443, -1.1814], [-2.2612, 1.5866, 0.3959], [-0.8562, 0.2055, 2.0286], [-0.5265, -1.0739, 0.7284]]
}

=====

# 4
{
  "formula": "H4N2O2P",
  "method": "ωB97M-V/def2-TZVPD",
  "energy_ev": -16430.2701,
  "homo_lumo_gap_ev": 8.970,
  "smiles": "NN[P@H](=O)[O-]",
  "multiplicity": 1,
  "e_homo_ev": -4.35,
  "total_charge": -1,
  "species": ["N", "N", "P", "O", "O", "H", "H", "H", "H"],
  "xyz": [[-1.0901, 1.0955, -0.1794], [-0.4330, 0.2252, 0.6565], [0.6403, -0.9074, -0.0443], [-0.0923, -1.3937, -1.2374], [1.3001, -1.8661, 1.1474], [-0.4012, 1.6265, -0.5280], [-1.5666, 0.4203, -0.7915], [-0.0599, 0.9036, 1.4124], [1.7026, -0.1038, -0.4357]]
}